1.
Density functional theory data (ωB97M-V/def2-TZVPD) for 4 unconnected molecules or ions with the total composition C23H26BO18P2S in a non-equilibrium geometry.

The geometry in XYZ format:
```
71
C23H26BO18P2S | the Open Molecules 2025 dataset | ωB97M-V/def2-TZVPD
C 0.372 1.460 0.197
P -0.225 1.104 -1.581
C 1.267 1.026 -2.826
C -1.329 2.506 -2.284
O -0.673 3.793 -2.689
B -1.695 4.818 -2.273
P -1.220 5.917 -0.761
O -1.340 4.933 0.702
O 0.482 6.400 -0.864
O -3.034 4.133 -2.208
C -2.789 2.817 -1.530
C -4.012 1.707 -1.788
S -5.039 1.515 -0.197
O -5.976 0.277 -0.355
O -4.105 1.172 1.029
H 1.417 2.034 0.255
H -0.430 1.971 0.886
H 0.589 0.397 0.695
H 2.160 0.440 -2.315
H 1.617 2.100 -3.138
H 0.948 0.455 -3.822
H -1.625 2.050 -3.347
H -1.681 5.575 -3.176
H -0.892 4.061 0.462
H 0.778 6.370 0.111
H -2.704 2.888 -0.353
H -3.461 0.701 -2.048
H -4.688 1.977 -2.706
H -5.705 2.701 0.157
C -2.560 -2.641 -1.614
C -2.900 -2.103 -0.441
C -3.228 -2.956 0.736
O -3.518 -2.433 1.806
C -3.193 -4.416 0.559
C -2.857 -4.954 -0.615
C -2.502 -4.101 -1.783
O -2.179 -4.624 -2.844
O -2.825 -6.325 -0.788
O -2.959 -0.731 -0.275
H -2.318 -2.033 -2.476
H -3.451 -5.024 1.417
H -2.552 -6.464 -1.722
H -3.226 -0.593 0.660
C 1.939 2.222 6.204
C 1.314 2.559 5.073
C 1.850 2.157 3.744
O 1.244 2.465 2.724
C 3.109 1.396 3.710
C 3.735 1.062 4.840
C 3.185 1.441 6.170
O 3.773 1.104 7.192
O 4.920 0.350 4.815
O 0.144 3.296 5.097
H 1.559 2.506 7.177
H 3.497 1.125 2.736
H 5.173 0.231 5.757
H -0.112 3.409 4.156
C 4.505 -2.919 -2.220
C 4.682 -4.229 -2.398
C 3.604 -5.206 -2.078
O 3.789 -6.403 -2.270
C 2.342 -4.685 -1.529
C 2.167 -3.374 -1.348
C 3.235 -2.396 -1.694
O 3.037 -1.196 -1.533
O 0.985 -2.878 -0.830
O 5.874 -4.728 -2.889
H 5.279 -2.198 -2.451
H 1.574 -5.407 -1.284
H 1.104 -1.904 -0.796
H 5.753 -5.702 -2.929
```

## Properties
lowest unoccupied orbital energy	-0.28	eV
charge	-1
HOMO	-3.8	eV
strongest force on any atom	7.7	eV/Å

Charges obtained by Mulliken population analysis, quoted in units of e: C -0.849; P 0.566; C -0.965; C -0.242; O -0.547; B 1.015; P -0.267; O -0.448; O -0.501; O -0.767; C 0.324; C -0.256; S 0.841; O -0.617; O -0.645; H 0.330; H 0.164; H 0.185; H 0.302; H 0.320; H 0.270; H 0.061; H -0.278; H 0.231; H 0.272; H 0.015; H -0.019; H 0.415; H 0.188; C -0.387; C -0.200; C 0.895; O -0.623; C -0.995; C 0.337; C 0.885; O -0.672; O -0.596; O -0.047; H 0.410; H 0.424; H 0.346; H 0.236; C -0.854; C 0.294; C 0.762; O -0.410; C -0.953; C 0.480; C 0.880; O -0.630; O -0.577; O -0.578; H 0.408; H 0.494; H 0.343; H 0.324; C -0.984; C 0.335; C 0.926; O -0.619; C -0.830; C 0.273; C 0.903; O -0.584; O -0.453; O -0.577; H 0.442; H 0.483; H 0.244; H 0.345



2.
Density functional theory data (ωB97M-V/def2-TZVPD) for 2 unconnected molecules or ions with the total composition C23H26Cl2O5 in a non-equilibrium geometry.

The geometry in XYZ format:
```
56
C23H26Cl2O5 | the Open Molecules 2025 dataset | ωB97M-V/def2-TZVPD
C 5.944 1.444 2.797
C 4.332 1.741 3.111
C 4.142 3.350 3.369
Cl 4.559 3.854 5.143
C 2.704 3.966 2.874
C 2.757 5.382 1.988
C 1.348 6.107 1.482
C -0.160 5.470 1.771
C -0.192 4.055 2.622
C 1.218 3.335 3.162
C 1.059 1.906 4.016
O 1.747 1.630 5.128
C -0.080 0.859 3.380
C 0.139 -0.769 3.248
C -1.118 -1.612 2.539
C -2.490 -0.904 1.978
Cl -3.883 -1.853 1.132
C -2.706 0.733 2.123
C -1.486 1.575 2.825
C -1.608 3.237 2.970
O -2.743 3.856 3.359
H 6.494 1.673 3.832
H 6.130 0.290 2.567
H 6.389 2.155 1.974
H 3.620 1.279 2.303
H 4.121 1.169 4.137
H 4.977 3.891 2.710
H 3.755 5.925 1.684
H 1.351 7.130 0.876
H -1.169 5.949 1.421
H 1.123 -1.295 3.633
H -1.012 -2.776 2.409
H -3.661 1.313 1.763
C -1.806 -0.857 -1.910
O -1.706 -2.160 -2.461
C -2.775 -3.009 -2.047
C -2.993 -4.131 -3.064
O -3.712 -3.706 -4.230
C -2.984 -2.877 -5.146
C -1.919 -3.648 -5.936
O -0.753 -3.845 -5.136
C 0.009 -4.963 -5.563
H -1.743 -0.896 -0.820
H -0.978 -0.257 -2.295
H -2.745 -0.384 -2.220
H -3.705 -2.433 -1.938
H -2.502 -3.436 -1.078
H -3.625 -4.892 -2.595
H -2.058 -4.624 -3.336
H -2.569 -2.001 -4.644
H -3.730 -2.510 -5.860
H -1.621 -3.065 -6.814
H -2.331 -4.607 -6.260
H -0.590 -5.877 -5.496
H 0.868 -5.068 -4.895
H 0.367 -4.816 -6.585
```

## Properties
lowest unoccupied orbital energy	-1.84	eV
energy above the lowest of the compared OMol25 structures with the same formula, charge and spin	1983.4	kJ/mol
HOMO	-9.1	eV
strongest force on any atom	8.7	eV/Å

Charges obtained by Mulliken population analysis, quoted in units of e: C -1.000; C -0.379; C -0.109; Cl -0.171; C 0.298; C -0.655; C -0.381; C -0.530; C 0.249; C 0.442; C 0.268; O -0.479; C 0.279; C -0.429; C -0.309; C 0.041; Cl -0.164; C -0.507; C 0.363; C 0.099; O -0.510; H 0.255; H 0.310; H 0.290; H 0.279; H 0.245; H 0.337; H 0.246; H 0.269; H 0.336; H 0.340; H 0.308; H 0.335; C -0.555; O -0.303; C -0.398; C -0.444; O -0.482; C -0.323; C -0.583; O -0.250; C -0.784; H 0.117; H 0.290; H 0.326; H 0.319; H 0.366; H 0.401; H 0.160; H 0.121; H 0.396; H 0.414; H 0.359; H 0.333; H 0.231; H 0.323



3.
Density functional theory data (ωB97M-V/def2-TZVPD) for a single C23H26ClN3O3 molecule.

The geometry in XYZ format:
```
56
C23H26ClN3O3 | the Open Molecules 2025 dataset | ωB97M-V/def2-TZVPD
C -4.768 -1.658 1.689
C -3.448 -1.704 0.984
C -3.086 -2.814 0.229
C -1.871 -2.856 -0.424
C -1.000 -1.773 -0.358
C 0.273 -1.856 -1.116
O 0.967 -2.852 -1.153
N 0.675 -0.727 -1.781
C -0.011 0.480 -2.001
C -1.285 0.593 -2.405
C -2.218 -0.477 -2.723
C -3.550 -0.351 -2.327
C -4.460 -1.362 -2.562
C -4.047 -2.504 -3.230
Cl -5.175 -3.780 -3.512
C -2.741 -2.632 -3.677
C -1.833 -1.625 -3.416
C 0.747 1.739 -1.703
O 0.364 2.831 -2.075
N 1.883 1.550 -0.989
C 2.684 2.654 -0.516
C 2.525 2.922 0.988
N 3.572 2.300 1.780
C 3.578 2.809 3.143
C 4.755 2.203 3.907
O 4.676 0.798 3.933
C 4.661 0.290 2.623
C 3.492 0.849 1.809
C -1.335 -0.679 0.431
C -2.548 -0.651 1.093
H -5.514 -2.237 1.150
H -4.670 -2.084 2.688
H -5.118 -0.634 1.794
H -3.764 -3.651 0.152
H -1.588 -3.718 -1.007
H 1.573 -0.824 -2.244
H -1.674 1.603 -2.445
H -3.864 0.540 -1.806
H -5.483 -1.268 -2.234
H -2.438 -3.516 -4.215
H -0.818 -1.725 -3.769
H 2.069 0.633 -0.612
H 2.344 3.524 -1.081
H 3.738 2.469 -0.737
H 1.516 2.602 1.307
H 2.600 3.998 1.156
H 3.686 3.895 3.113
H 2.640 2.559 3.670
H 4.749 2.533 4.947
H 5.694 2.516 3.426
H 4.580 -0.795 2.712
H 5.603 0.546 2.114
H 3.574 0.461 0.793
H 2.540 0.504 2.254
H -0.650 0.150 0.536
H -2.802 0.206 1.701
```

## Properties
lowest unoccupied orbital energy	0.01	eV
energy above the lowest of the compared OMol25 structures with the same formula, charge and spin	131.7	kJ/mol
HOMO	-8.7	eV
strongest force on any atom	0.9	eV/Å

Charges obtained by Mulliken population analysis, quoted in units of e: C -1.685; C 1.163; C -0.609; C -0.950; C 0.519; C -0.259; O -0.656; N 0.049; C 0.134; C -0.382; C 0.533; C -0.588; C -0.766; C 0.516; Cl -0.234; C -0.928; C -0.047; C -0.170; O -0.700; N -0.066; C -1.249; C -0.460; N -0.019; C -0.580; C -0.655; O -0.387; C -0.827; C -0.277; C 0.082; C -0.933; H 0.389; H 0.334; H 0.385; H 0.421; H 0.460; H 0.305; H 0.546; H 0.420; H 0.464; H 0.482; H 0.464; H 0.299; H 0.482; H 0.379; H 0.318; H 0.458; H 0.400; H 0.347; H 0.355; H 0.351; H 0.378; H 0.378; H 0.332; H 0.233; H 0.644; H 0.410



4.
Density functional theory data (ωB97M-V/def2-TZVPD) for a molecular structure, C23H26F6MgN6O2PS in a non-equilibrium geometry.

The geometry in XYZ format:
```
66
C23H26F6MgN6O2PS | the Open Molecules 2025 dataset | ωB97M-V/def2-TZVPD
Mg -0.158 0.254 0.762
C 3.700 -1.782 -2.380
N 2.359 -1.561 -1.912
C 1.221 -2.112 -2.411
C 0.186 -1.614 -1.668
N 0.683 -0.781 -0.731
C 1.992 -0.756 -0.887
P 3.158 0.258 0.076
C 2.200 1.802 -0.002
N 0.967 1.971 0.433
C 0.681 3.280 0.295
C 1.769 3.927 -0.229
N 2.725 2.982 -0.416
C 4.036 3.179 -0.971
C 2.574 -0.184 1.742
N 1.346 -0.007 2.195
C 1.377 -0.270 3.518
C 2.648 -0.630 3.875
N 3.400 -0.569 2.747
C 4.815 -0.818 2.665
H 3.694 -2.525 -3.174
H 4.329 -2.140 -1.565
H 4.124 -0.856 -2.771
H 1.232 -2.801 -3.230
H -0.864 -1.808 -1.746
H -0.270 3.676 0.587
H 1.932 4.958 -0.469
H 4.145 4.211 -1.295
H 4.182 2.522 -1.830
H 4.804 2.959 -0.229
H 0.510 -0.162 4.135
H 3.065 -0.918 4.817
H 5.170 -1.204 3.619
H 5.349 0.110 2.451
H 5.035 -1.547 1.885
C -0.460 -2.951 2.450
C -1.634 -2.028 2.084
O -1.272 -0.939 1.388
C -2.374 -1.575 3.369
F -3.053 -2.549 3.984
F -1.513 -1.075 4.267
F -3.236 -0.587 3.108
C -2.646 -2.833 1.222
F -3.838 -2.232 1.131
F -2.863 -4.083 1.634
F -2.185 -2.922 -0.041
H 0.183 -2.439 3.160
H 0.098 -3.142 1.536
H -0.801 -3.890 2.878
C -4.037 0.632 0.160
S -2.550 0.208 -0.798
O -1.494 1.162 -0.325
C -3.172 0.985 -2.320
C -3.175 2.362 -2.461
C -3.700 2.933 -3.609
C -4.214 2.125 -4.611
C -4.200 0.746 -4.471
C -3.678 0.173 -3.321
H -4.281 1.681 0.032
H -3.819 0.421 1.199
H -4.853 0.004 -0.183
H -2.759 2.973 -1.675
H -3.711 4.007 -3.722
H -4.630 2.572 -5.502
H -4.591 0.117 -5.256
H -3.664 -0.899 -3.190
```

## Properties
lowest unoccupied orbital energy	-2.37	eV
charge	+1
HOMO	-11.7	eV
strongest force on any atom	2.4	eV/Å

Charges obtained by Mulliken population analysis, quoted in units of e: Mg 0.363; C -0.809; N 0.145; C -0.892; C -0.424; N 0.269; C 0.105; P -0.459; C -0.070; N 0.188; C -0.646; C -0.443; N 0.180; C -0.810; C -0.070; N 0.161; C -1.165; C -0.285; N 0.189; C -0.805; H 0.327; H 0.318; H 0.311; H 0.430; H 0.514; H 0.533; H 0.452; H 0.335; H 0.311; H 0.324; H 0.680; H 0.496; H 0.328; H 0.331; H 0.310; C -1.781; C 1.560; O 0.569; C 0.471; F -0.292; F -0.241; F -0.238; C 0.356; F -0.239; F -0.296; F -0.189; H 0.286; H 0.363; H 0.547; C -1.081; S 0.741; O -1.037; C 0.380; C -0.468; C -0.770; C -0.434; C -0.729; C -0.355; H 0.560; H 0.159; H 0.432; H 0.357; H 0.410; H 0.398; H 0.409; H 0.430



> Among the records above, which one has the highest lowest unoccupied orbital energy?

C23H26ClN3O3



What did the second record say?
Density functional theory data (ωB97M-V/def2-TZVPD) for 2 unconnected molecules or ions with the total composition C23H26Cl2O5 in a non-equilibrium geometry.

The geometry in XYZ format:
```
56
C23H26Cl2O5 | the Open Molecules 2025 dataset | ωB97M-V/def2-TZVPD
C 5.944 1.444 2.797
C 4.332 1.741 3.111
C 4.142 3.350 3.369
Cl 4.559 3.854 5.143
C 2.704 3.966 2.874
C 2.757 5.382 1.988
C 1.348 6.107 1.482
C -0.160 5.470 1.771
C -0.192 4.055 2.622
C 1.218 3.335 3.162
C 1.059 1.906 4.016
O 1.747 1.630 5.128
C -0.080 0.859 3.380
C 0.139 -0.769 3.248
C -1.118 -1.612 2.539
C -2.490 -0.904 1.978
Cl -3.883 -1.853 1.132
C -2.706 0.733 2.123
C -1.486 1.575 2.825
C -1.608 3.237 2.970
O -2.743 3.856 3.359
H 6.494 1.673 3.832
H 6.130 0.290 2.567
H 6.389 2.155 1.974
H 3.620 1.279 2.303
H 4.121 1.169 4.137
H 4.977 3.891 2.710
H 3.755 5.925 1.684
H 1.351 7.130 0.876
H -1.169 5.949 1.421
H 1.123 -1.295 3.633
H -1.012 -2.776 2.409
H -3.661 1.313 1.763
C -1.806 -0.857 -1.910
O -1.706 -2.160 -2.461
C -2.775 -3.009 -2.047
C -2.993 -4.131 -3.064
O -3.712 -3.706 -4.230
C -2.984 -2.877 -5.146
C -1.919 -3.648 -5.936
O -0.753 -3.845 -5.136
C 0.009 -4.963 -5.563
H -1.743 -0.896 -0.820
H -0.978 -0.257 -2.295
H -2.745 -0.384 -2.220
H -3.705 -2.433 -1.938
H -2.502 -3.436 -1.078
H -3.625 -4.892 -2.595
H -2.058 -4.624 -3.336
H -2.569 -2.001 -4.644
H -3.730 -2.510 -5.860
H -1.621 -3.065 -6.814
H -2.331 -4.607 -6.260
H -0.590 -5.877 -5.496
H 0.868 -5.068 -4.895
H 0.367 -4.816 -6.585
```

## Properties
lowest unoccupied orbital energy	-1.84	eV
energy above the lowest of the compared OMol25 structures with the same formula, charge and spin	1983.4	kJ/mol
HOMO	-9.1	eV
strongest force on any atom	8.7	eV/Å

Charges obtained by Mulliken population analysis, quoted in units of e: C -1.000; C -0.379; C -0.109; Cl -0.171; C 0.298; C -0.655; C -0.381; C -0.530; C 0.249; C 0.442; C 0.268; O -0.479; C 0.279; C -0.429; C -0.309; C 0.041; Cl -0.164; C -0.507; C 0.363; C 0.099; O -0.510; H 0.255; H 0.310; H 0.290; H 0.279; H 0.245; H 0.337; H 0.246; H 0.269; H 0.336; H 0.340; H 0.308; H 0.335; C -0.555; O -0.303; C -0.398; C -0.444; O -0.482; C -0.323; C -0.583; O -0.250; C -0.784; H 0.117; H 0.290; H 0.326; H 0.319; H 0.366; H 0.401; H 0.160; H 0.121; H 0.396; H 0.414; H 0.359; H 0.333; H 0.231; H 0.323



> Which of these has the lowest strongest force on any atom?

C23H26ClN3O3



> Which of these has the lowest HOMO?

C23H26F6MgN6O2PS